1.
{"formula": "C10H11N3", "method": "ωB97M-V/def2-TZVPD", "energy_ha": -551.84846, "total_charge": 0, "spin_multiplicity": 1, "homo_ev": -8.84, "homo_lumo_gap_ev": 9.50, "smiles": "CCn1nncc1-c1ccccc1", "symbols": ["C", "H", "H", "N", "C", "H", "C", "H", "C", "C", "C", "N", "H", "H", "C", "H", "N", "H", "H", "C", "H", "C", "C", "H"], "positions_angstrom": [[1.33466, -2.18036, -0.61141], [2.19829, 3.07240, 0.17824], [-3.78308, -1.88695, 0.82878], [2.68468, -2.03591, -0.53551], [1.70839, 1.09443, 0.88206], [0.80923, 1.46875, 1.24495], [-1.14464, 0.59463, -0.47404], [-1.25042, -2.48074, 0.92797], [-2.43220, 0.89969, -0.63013], [-2.97996, -1.15953, 0.51228], [-0.72785, -0.67242, 0.01927], [2.87997, -0.90826, 0.20300], [-2.66349, 1.80058, -1.21199], [2.51394, 1.10659, 1.67673], [2.23726, 2.02169, -0.25672], [1.66103, 1.94426, -1.24359], [1.65981, -0.34727, 0.42791], [3.29458, 1.61912, -0.33966], [1.06339, -3.14368, -1.18115], [0.65418, -1.05176, -0.08176], [-0.37520, 1.28838, -0.75667], [-3.39187, 0.00455, -0.13532], [-1.63254, -1.52417, 0.61285], [-4.31817, 0.47599, -0.05612]], "forces_ev_per_angstrom": [[-0.03, -1.46, -1.77], [0.26, -1.20, -0.88], [1.03, 0.99, 0.01], [-1.25, 2.54, 2.82], [2.83, -1.00, -0.76], [-1.77, -0.06, 0.82], [2.52, -1.38, 0.12], [-0.39, -0.19, 0.40], [-1.35, 0.25, -0.38], [-1.77, -1.09, 0.10], [-0.65, 1.20, 0.29], [-0.79, -0.97, -1.51], [-0.36, -0.25, 0.67], [-1.18, -0.02, -0.69], [0.38, -0.54, 0.45], [0.89, 0.12, 1.48], [1.88, 1.66, 0.26], [-1.12, 1.11, -0.63], [-0.41, 2.01, 1.10], [1.71, -2.18, -0.44], [0.17, 0.11, -0.47], [1.96, 0.42, 0.63], [-0.50, 0.35, -1.47], [-2.06, -0.43, -0.14]], "lowdin_charge": [-0.107, 0.089, 0.122, 0.006, -0.168, 0.077, -0.049, 0.117, -0.089, -0.070, -0.176, 0.026, 0.120, 0.132, -0.094, 0.086, -0.093, 0.078, 0.127, -0.209, 0.089, -0.074, -0.020, 0.083]}

2.
{"formula": "C10H11N3O", "method": "ωB97M-V/def2-TZVPD", "energy_ha": -626.96091, "total_charge": 0, "spin_multiplicity": 1, "homo_ev": [-7.44, -7.44], "homo_lumo_gap_ev": [5.56, 5.57], "symbols": ["N", "H", "C", "C", "C", "C", "C", "O", "C", "H", "H", "N", "H", "H", "C", "H", "H", "H", "C", "H", "H", "H", "C", "C", "N"], "positions_angstrom": [[1.70578, -1.28570, 0.50501], [-1.68858, 2.07816, 0.00732], [-3.14403, 0.43854, 0.10719], [0.84456, 1.92333, -1.03215], [-2.23130, -1.75971, 0.28667], [-3.34796, -0.92492, 0.28362], [3.01183, -1.59686, 0.44271], [0.41709, 1.70720, 1.86958], [-0.97796, -1.29837, -0.13015], [1.90280, 1.96788, -0.88906], [0.53090, 1.91823, -2.07074], [1.60907, -0.17824, -0.20532], [-2.22777, -2.78534, 0.62039], [-0.24327, -2.01364, -0.42961], [0.48518, 0.59229, -0.54120], [-0.24277, 1.22940, 2.26525], [3.31022, -2.55488, 0.80257], [-4.07093, 0.97572, -0.12648], [3.67602, -0.59200, -0.14668], [4.72169, -0.60235, -0.50071], [0.24333, 2.71162, -0.50740], [-4.42526, -1.30699, 0.36671], [-1.87731, 0.97756, -0.12739], [-0.78503, 0.09163, -0.24295], [2.80371, 0.28747, -0.60718]], "forces_ev_per_angstrom": [[0.33, -1.23, -0.37], [-0.28, -1.32, -0.60], [-0.62, 0.18, -1.55], [-1.57, 0.32, -0.09], [0.62, -0.23, -0.13], [-0.66, -0.60, 0.28], [-3.01, -1.49, 1.80], [2.73, 1.54, -2.97], [-1.76, 0.60, 0.30], [0.20, 1.05, -0.29], [0.26, 0.37, -0.56], [1.07, 0.88, -0.56], [-0.63, -0.32, -0.40], [0.40, -0.08, 0.35], [1.62, 0.89, 3.92], [-2.61, -2.03, 1.63], [0.36, -0.16, 0.46], [0.60, 0.53, 0.77], [1.81, 1.46, -2.74], [-0.74, 0.45, 0.60], [0.75, -0.84, -0.27], [1.91, 0.44, 0.15], [-0.30, 0.56, 1.02], [-1.19, -0.77, -0.69], [0.69, -0.22, -0.04]], "lowdin_charge": [0.133, 0.134, -0.082, -0.014, -0.065, -0.075, -0.099, -0.301, -0.006, 0.063, 0.106, -0.124, 0.103, 0.098, -0.100, -0.144, 0.105, 0.110, -0.114, 0.126, 0.109, 0.135, -0.002, -0.204, 0.107]}

3.
{"formula": "C10H11NO", "method": "ωB97M-V/def2-TZVPD", "energy_ha": -517.42932, "total_charge": 0, "spin_multiplicity": 1, "homo_ev": [-7.64, -6.89], "homo_lumo_gap_ev": [7.90, 6.27], "symbols": ["C", "H", "C", "C", "H", "N", "H", "H", "C", "H", "H", "C", "H", "H", "H", "C", "C", "O", "C", "H", "C", "H", "C"], "positions_angstrom": [[-0.25724, -0.66423, 0.87448], [-1.25379, 3.27509, -0.68937], [2.04638, -1.30615, 0.54095], [1.44941, 0.05332, 2.42664], [-2.90274, -1.27381, -0.56293], [-1.57316, -0.59685, 0.55768], [-2.53550, -0.86363, -2.85735], [-0.05225, 2.29995, 0.18311], [0.13100, 0.04158, 2.02697], [-0.83436, -1.53503, -2.71813], [-0.63626, 0.54279, 2.59729], [-0.36335, 2.65475, -0.80539], [0.44169, 3.25461, -1.22786], [0.44399, -1.92570, -0.72747], [1.73107, 0.58021, 3.32824], [0.72846, -1.36044, 0.14853], [2.41734, -0.60383, 1.68108], [-1.94190, -1.41067, -0.49514], [-1.08600, 0.49135, -2.14251], [2.79743, -1.82275, -0.04219], [-0.66528, 1.49989, -1.61496], [3.45107, -0.57213, 1.98724], [-1.53602, -0.75831, -2.46891]], "forces_ev_per_angstrom": [[0.52, -0.45, -0.36], [0.09, 0.04, 0.01], [0.14, -0.04, 0.05], [0.00, 0.09, 0.09], [0.40, 0.05, 0.18], [-1.25, 0.16, -0.21], [-0.20, -0.13, -0.02], [0.04, 0.14, 0.02], [-0.16, 0.01, -0.02], [0.07, -0.18, 0.06], [-0.06, 0.09, 0.05], [0.19, 0.18, 0.18], [0.02, 0.07, 0.03], [-0.02, 0.02, -0.01], [-0.01, 0.04, 0.02], [-0.28, -0.08, -0.19], [0.09, -0.03, -0.05], [0.22, -0.38, 1.71], [0.40, 0.32, 0.08], [0.01, -0.02, 0.00], [-0.53, -0.25, -0.03], [0.11, -0.01, 0.04], [0.17, 0.36, -1.62]], "lowdin_charge": [-0.318, 0.084, -0.086, -0.095, 0.126, 0.067, 0.068, 0.070, -0.043, 0.067, 0.110, -0.093, 0.077, 0.100, 0.102, -0.021, -0.096, -0.097, -0.132, 0.104, -0.066, 0.097, -0.026]}

4.
{"formula": "C10H11NO3S", "method": "ωB97M-V/def2-TZVPD", "energy_ha": -1066.02560, "total_charge": 0, "spin_multiplicity": 3, "homo_ev": [-7.98, -8.92], "homo_lumo_gap_ev": [8.67, 5.28], "symbols": ["C", "H", "H", "C", "H", "H", "C", "H", "S", "N", "C", "H", "H", "C", "O", "C", "H", "C", "C", "H", "C", "H", "O", "C", "H", "O"], "positions_angstrom": [[-2.67419, -0.44396, -1.07764], [-0.64833, 1.22107, 1.28038], [-3.60229, -0.98978, -1.09650], [-1.65507, -1.59461, -1.17050], [-0.39441, 1.67810, -0.39086], [4.18202, 1.38303, 1.81798], [3.60562, 1.57271, -0.32568], [-1.76447, -2.08019, -0.29787], [2.24957, 1.05778, -1.30364], [-0.05133, -1.20082, 1.30211], [1.58518, 0.20035, 0.09025], [2.25879, -0.26374, 2.09163], [-3.07614, 1.37203, 0.20483], [-0.26489, -0.98591, -1.20874], [-0.62856, -0.72802, 2.24764], [3.58874, 1.07472, 0.94546], [-2.55472, 0.08659, 1.17753], [0.11366, -0.29015, 0.12793], [-2.29393, 0.49355, 0.14600], [4.32238, 2.13681, -0.98169], [-0.87891, 0.91449, 0.19103], [-1.87822, -2.05656, -2.16498], [0.33155, -2.34764, 1.25513], [2.38525, 0.32341, 1.20766], [-2.73903, 0.34147, -1.91641], [0.48173, -0.87472, -2.15104]], "forces_ev_per_angstrom": [[0.82, 2.45, 0.21], [-0.60, 0.23, -1.59], [-0.82, 0.50, 0.68], [0.92, 3.10, -4.90], [-0.65, 0.41, -0.84], [0.33, -0.31, -0.90], [0.29, 0.23, -1.66], [-0.50, -2.59, 2.59], [0.28, -0.55, 2.02], [1.33, 5.77, -7.10], [-0.87, 0.45, 0.30], [-0.38, 0.11, 0.59], [1.78, -1.17, -0.63], [0.45, -0.13, 0.67], [-3.40, 1.42, 6.93], [-0.82, 0.66, 0.57], [0.54, -0.35, -1.37], [1.12, -0.41, -1.48], [-4.27, 0.37, 0.86], [-0.41, -0.47, 1.53], [2.46, -0.31, 3.50], [0.44, -0.53, 1.24], [1.85, -6.60, 0.35], [0.48, -0.14, -1.93], [0.53, -1.75, 0.53], [-0.88, -0.39, -0.15]], "mulliken_spin": [0.000, 0.006, 0.000, 0.004, -0.001, 0.000, 0.011, -0.006, 0.002, 0.406, 0.055, 0.002, 0.000, 0.035, 0.752, -0.007, -0.002, -0.039, 0.010, 0.001, -0.006, -0.001, 0.776, 0.003, 0.000, 0.000]}

Going through the records in order, we get ΔE to the lowest compared entry with this formula, charge and spin values of 61.3; 135.0; 152.6; 98.0 kcal/mol.